C7H12LiNaO4 as an isolated structure at a distorted geometry, computed with wB97M-V/def2-TZVPD.

The energy relative to the best compared isomer or geometry (same formula, charge and spin) is 73.7 kcal per mole. For the maximum force, the calculation gives 4.63 eV/A. Its expectation value of S² is 0.75. As for the total energy: -744.6289 Ha. The multiplicity is 2. Its total charge is -1.

Cartesian coordinates (Å):
1 C 2.82696 -1.69584 -1.04749
2 C 3.76565 -0.69029 -0.35733
3 O 3.25155 0.61153 -0.30233
4 Na 4.10815 2.58225 -0.82281
5 H 3.42452 -2.54714 -1.41609
6 H 1.59513 0.24229 0.31740
7 H 2.37586 -1.19980 -1.92546
8 H 4.76831 -0.87843 -0.80069
9 H 3.93915 -1.07661 0.67547
10 C 1.71549 -2.21052 -0.14353
11 C 2.05637 -3.06586 0.91162
12 H 0.82447 -2.49498 -0.72207
13 H 1.22461 -3.58333 1.40813
14 H 2.77825 -2.67706 1.64402
15 O -3.93025 0.41779 1.66807
16 C -3.01584 -0.39440 1.97346
17 O -3.24861 -1.53971 2.44202
18 O -1.76101 0.00901 1.74226
19 C -0.78552 -0.96651 1.34514
20 C 0.34949 -0.27822 0.60884
21 Li -5.11917 -0.95785 2.37325
22 H -1.28393 -1.70729 0.70389
23 H -0.41917 -1.47867 2.24544
24 H 0.34719 0.71704 1.08963
25 H 0.01899 -0.18344 -0.43866

Atomic partial charges in e from the natural (NBO) method, atoms 1 to 2:
1. C -0.487
2. C -0.053

A 9-piece molecular cluster, C34H92N6O11 overall at a distorted geometry, computed with wB97M-V/def2-TZVPD.

The energy relative to the best compared isomer or geometry (same formula, charge and spin) is 3.2 kcal per mole. For the maximum force, the calculation gives 1.93 eV/A. Its SMILES is COC[C@H](C)N.COC[C@H](C)N.COC[C@H](C)N.COC[C@H](C)N.COCCNCCOC.COCCNCCOC.CCO.CCO.CCO. As for the total energy: -2506.5804 Ha. The multiplicity is 1. Its total charge is 0.

Cartesian coordinates (Å):
1 C -9.61111 -2.47088 -14.97874
2 O -8.42026 -1.93706 -15.49480
3 C -7.49838 -1.52143 -14.48841
4 C -6.32101 -0.91826 -15.21155
5 C -5.19662 -0.59017 -14.23175
6 N -6.64583 0.33513 -15.91541
7 H -10.04094 -1.79322 -14.23423
8 H -9.47123 -3.46865 -14.55078
9 H -10.37130 -2.58797 -15.75169
10 H -8.00651 -0.84601 -13.79370
11 H -7.17374 -2.43014 -13.96912
12 H -5.92832 -1.61874 -15.95710
13 H -4.96290 -1.40087 -13.53736
14 H -5.41548 0.30755 -13.65188
15 H -4.25402 -0.39575 -14.75014
16 H -7.28746 0.08716 -16.66506
17 H -5.79835 0.67385 -16.35568
18 C -17.69517 -2.39605 -13.45584
19 O -17.71200 -1.68499 -14.68706
20 C -18.17039 -2.47617 -15.76614
21 C -18.08765 -1.62616 -17.02563
22 C -18.57275 -2.34668 -18.28244
23 N -16.68858 -1.23447 -17.28890
24 H -17.38602 -1.71692 -12.66187
25 H -17.02858 -3.25654 -13.49621
26 H -18.74116 -2.62979 -13.22559
27 H -17.63408 -3.42667 -15.85292
28 H -19.22719 -2.72003 -15.59597
29 H -18.69058 -0.71546 -16.95947
30 H -18.52165 -1.71001 -19.16715
31 H -19.62033 -2.61581 -18.12782
32 H -18.00219 -3.24146 -18.53691
33 H -16.60068 -0.81346 -18.20546
34 H -16.37545 -0.54699 -16.61135
35 C -16.66742 -7.40962 -16.47989
36 O -15.99856 -7.86609 -15.34050
37 C -14.73623 -7.25047 -15.10325
38 C -14.12230 -8.02283 -13.95207
39 C -14.97473 -8.11739 -12.66978
40 N -12.83000 -7.33913 -13.59833
41 H -17.70248 -7.75621 -16.46904
42 H -16.21045 -7.67644 -17.43676
43 H -16.80354 -6.31931 -16.44064
44 H -14.11445 -7.39588 -15.99591
45 H -14.79041 -6.17420 -14.90896
46 H -13.90177 -9.05172 -14.23717
47 H -14.43304 -8.77086 -11.98372
48 H -15.96524 -8.53109 -12.84850
49 H -15.03487 -7.13059 -12.20574
50 H -12.73904 -7.34402 -12.58842
51 H -12.98456 -6.35704 -13.83144
52 C -14.48002 -4.33480 -20.66987
53 O -14.29694 -5.24087 -19.60018
54 C -14.69748 -4.60758 -18.36713
55 C -13.59577 -3.69738 -17.82830
56 C -12.25695 -4.38682 -17.63549
57 N -14.08724 -3.02930 -16.58330
58 H -13.78061 -3.49246 -20.62141
59 H -15.48902 -3.91245 -20.73074
60 H -14.26446 -4.87266 -21.59372
61 H -15.64744 -4.08732 -18.50260
62 H -14.78352 -5.46364 -17.70102
63 H -13.43592 -2.87956 -18.54309
64 H -12.33021 -5.21624 -16.93298
65 H -11.52393 -3.63373 -17.34475
66 H -11.96936 -4.73659 -18.62982
67 H -15.08510 -2.87371 -16.71987
68 H -13.69754 -2.07215 -16.63627
69 C -12.71472 -8.42983 -18.25538
70 O -11.77813 -8.83234 -19.22198
71 C -12.20457 -8.45485 -20.52932
72 C -11.25202 -9.15746 -21.49797
73 N -11.40009 -10.61217 -21.33822
74 C -10.24915 -11.26841 -21.95313
75 C -10.22844 -12.77089 -21.71249
76 O -10.05856 -12.96144 -20.32765
77 C -10.01886 -14.33390 -19.94451
78 H -12.48913 -8.87715 -17.28387
79 H -13.72792 -8.76976 -18.49580
80 H -12.66961 -7.35474 -18.05141
81 H -11.96032 -7.39223 -20.62326
82 H -13.23682 -8.73845 -20.72451
83 H -10.23214 -8.80236 -21.29347
84 H -11.40387 -8.87443 -22.54260
85 H -11.29828 -10.77936 -20.33932
86 H -9.27644 -10.89296 -21.61043
87 H -10.23735 -11.14592 -23.04140
88 H -9.36040 -13.19484 -22.24217
89 H -11.10879 -13.29044 -22.11094
90 H -9.03945 -14.74287 -20.20451
91 H -10.82494 -14.88105 -20.43654
92 H -10.14909 -14.32912 -18.86548
93 C -13.14007 1.13531 -12.60305
94 O -13.03157 1.15170 -13.99762
95 C -11.96457 0.39251 -14.52036
96 C -11.98968 0.53314 -16.02563
97 N -13.10331 -0.23078 -16.60220
98 C -13.25200 -0.05425 -18.06760
99 C -11.97537 -0.22958 -18.88689
100 O -11.09443 0.88897 -18.81375
101 C -11.57953 2.03251 -19.47457
102 H -13.97885 1.77684 -12.34130
103 H -12.22940 1.44212 -12.07523
104 H -13.35827 0.15818 -12.15322
105 H -11.94201 -0.67364 -14.25614
106 H -11.01261 0.74090 -14.09593
107 H -11.04478 0.13756 -16.39714
108 H -12.08584 1.60950 -16.21214
109 H -13.90590 0.27394 -16.22887
110 H -13.71299 0.93044 -18.22514
111 H -14.05462 -0.72363 -18.38952
112 H -12.22493 -0.46383 -19.92515
113 H -11.36605 -1.03859 -18.47856
114 H -12.37006 2.52893 -18.89938
115 H -12.01759 1.93865 -20.47670
116 H -10.71990 2.69630 -19.56735
117 C -8.98244 -6.11083 -16.52738
118 C -9.52058 -6.70266 -15.23343
119 O -10.55811 -7.64760 -15.49766
120 H -9.50208 -5.18349 -16.77921
121 H -8.97070 -6.79087 -17.37550
122 H -7.93499 -5.82939 -16.37499
123 H -9.89480 -6.02431 -14.46189
124 H -8.68488 -7.20606 -14.73169
125 H -11.33820 -7.37308 -14.98775
126 C -14.12249 -2.67427 -13.10698
127 C -12.82152 -3.46247 -13.26399
128 O -12.87567 -4.35486 -14.34847
129 H -14.33568 -2.05954 -13.98088
130 H -14.01443 -1.99871 -12.25480
131 H -14.93404 -3.36601 -12.89380
132 H -12.60882 -4.03108 -12.35350
133 H -11.93791 -2.81228 -13.31095
134 H -13.11613 -3.85889 -15.15994
135 C -16.07042 -7.81012 -21.56127
136 C -16.84211 -7.26532 -22.74623
137 O -18.22985 -7.43457 -22.47700
138 H -16.41230 -7.27358 -20.67648
139 H -14.98768 -7.68342 -21.61583
140 H -16.19037 -8.89395 -21.52621
141 H -16.67971 -7.86948 -23.64798
142 H -16.44557 -6.26146 -22.94659
143 H -18.70926 -7.27937 -23.29509

Atomic partial charges in e from the Mulliken method, atoms 1 to 2:
1. C -0.404
2. O -0.276

C2H6CsO as an isolated structure at a distorted geometry, computed with wB97M-V/def2-TZVPD.

The energy relative to the best compared isomer or geometry (same formula, charge and spin) is 12.6 kcal per mole. For the maximum force, the calculation gives 4.15 eV/A. Its expectation value of S² is 0.75. As for the total energy: -174.4299 Ha. The multiplicity is 2. Its total charge is +2.

Cartesian coordinates (Å):
1 Cs 2.52140 -0.88696 -2.10761
2 C -1.07488 -0.21440 -0.34428
3 C -0.03277 0.15780 0.76447
4 O 1.26131 0.46513 0.18472
5 H -1.46590 0.66769 -0.85135
6 H -1.99166 -0.70566 -0.01827
7 H -0.70419 -0.95834 -1.04943
8 H 0.02792 -0.66093 1.48148
9 H -0.34688 1.10503 1.20287
10 H 1.80568 1.03066 0.73740

Atomic partial charges in e from the natural (NBO) method, atoms 1 to 2:
1. Cs 1.000
2. C -0.655

C18H17N10O5Ru as an isolated structure, computed with wB97M-V/def2-TZVPD.

The energy relative to the best compared isomer or geometry (same formula, charge and spin) is 31.6 kcal per mole. For the maximum force, the calculation gives 0.57 eV/A. Its expectation value of S² is 0.75. As for the total energy: -1714.7383 Ha. The multiplicity is 2. Its total charge is 0.

Cartesian coordinates (Å):
1 Ru -0.33803 -0.27123 0.24071
2 O -1.87712 -1.52011 -0.54661
3 C -2.23520 -2.82317 -0.04758
4 C -1.65413 -3.85715 -0.99300
5 C -0.24935 -3.44105 -1.42444
6 C 0.70115 -3.19604 -0.28389
7 C 1.17472 -4.25809 0.46455
8 C 2.13744 -4.04547 1.42756
9 C 2.66689 -2.78249 1.57126
10 C 2.14779 -1.76011 0.80104
11 N 1.14110 -1.93290 -0.07416
12 H -2.63898 -0.92559 -0.71414
13 H -3.32056 -2.88594 0.01428
14 H -1.81653 -2.91798 0.95300
15 H -2.27743 -3.95574 -1.88367
16 H -1.63990 -4.83032 -0.49654
17 H -0.30744 -2.53960 -2.03013
18 H 0.18263 -4.22299 -2.05289
19 H 0.79328 -5.25266 0.27163
20 H 2.48671 -4.86547 2.04181
21 H 3.44146 -2.56392 2.29109
22 H 2.51642 -0.75605 0.91464
23 N -0.45900 3.15831 0.41140
24 C -1.53547 2.50174 -0.09158
25 N -2.65428 3.05335 -0.51161
26 N -3.43492 2.01246 -0.87903
27 N -2.83688 0.90145 -0.70388
28 N -1.58703 1.16387 -0.20690
29 C 0.62661 2.52747 0.98451
30 N 1.54436 3.18395 1.66255
31 N 2.39900 2.23441 2.07193
32 N 2.02355 1.07311 1.66519
33 N 0.88384 1.21547 0.94148
34 H -0.50553 4.15947 0.50535
35 O 0.54483 -1.07123 3.80120
36 C -0.23654 -0.51975 3.07519
37 O -0.61904 -1.13122 1.91103
38 C -0.93772 0.74765 3.40079
39 C -0.26387 1.70178 4.14647
40 C -0.84502 2.94045 4.42707
41 C -2.11505 3.14912 3.95281
42 O -2.88784 4.26808 4.06791
43 C -4.15775 3.93467 3.49883
44 O -4.03936 2.65054 2.89016
45 C -2.80386 2.18181 3.23693
46 C -2.24477 0.97352 2.93185
47 H 0.74266 1.48258 4.47410
48 H -0.31460 3.70683 4.97339
49 H -4.41912 4.67127 2.73987
50 H -4.90906 3.89617 4.29139
51 H -2.79267 0.21974 2.37931

Atomic partial charges in e from the natural (NBO) method, atoms 1 to 2:
1. Ru 1.211
2. O -0.748

C39H42F4HoN5O4P as an isolated structure at a distorted geometry, computed with wB97M-V/def2-TZVPD.

For the maximum force, the calculation gives 3.25 eV/A. Its expectation value of S² is 6.00. As for the total energy: -3774.7898 Ha. The multiplicity is 5. Its total charge is +1.

Cartesian coordinates (Å):
1 Ho 12.98732 13.23616 14.37861
2 C 14.01282 10.42989 17.32578
3 C 13.11018 11.62349 17.54863
4 N 12.04281 11.74271 16.46667
5 C 11.48181 10.39610 16.25549
6 C 10.12161 10.33082 15.60624
7 C 11.01796 12.68890 17.01074
8 C 11.52240 14.12167 17.10954
9 N 11.94744 14.60251 15.81725
10 C 11.91373 15.92927 15.50781
11 C 11.78259 16.24893 14.09434
12 F 11.90628 15.19154 13.19073
13 C 11.74884 17.52060 13.62746
14 F 11.75999 17.74302 12.29596
15 C 11.65441 18.61415 14.53852
16 C 11.79008 18.33326 15.87318
17 F 11.88004 19.36552 16.80486
18 C 11.95533 17.06825 16.35329
19 F 12.07967 16.90467 17.67773
20 H 14.89536 10.47700 18.00554
21 H 14.40059 10.42030 16.29858
22 H 13.47893 9.48510 17.50632
23 H 13.68844 12.56773 17.59507
24 H 12.59097 11.50008 18.51512
25 H 11.53307 9.81794 17.18397
26 H 12.16743 9.83164 15.57498
27 H 9.90659 11.10786 14.85748
28 H 9.31180 10.40499 16.36611
29 H 9.91568 9.38278 15.06986
30 H 10.56065 12.34304 17.93229
31 H 10.16337 12.70065 16.28915
32 H 12.33724 14.20034 17.80291
33 H 10.69081 14.75273 17.50158
34 H 11.54726 19.60121 14.14370
35 O 14.51488 14.65115 13.09078
36 N 13.71900 13.77183 12.19804
37 C 14.45291 13.22255 11.30716
38 C 13.86106 12.43344 10.24683
39 C 14.48924 12.45701 8.98595
40 C 13.78044 12.02694 7.85437
41 C 12.48476 11.49831 8.02357
42 C 11.85760 11.50560 9.25484
43 C 12.55957 11.87836 10.42076
44 P 11.79774 11.73903 12.09464
45 C 11.53631 9.91012 12.13669
46 C 10.70118 9.30848 11.20611
47 C 10.76370 7.93199 11.04486
48 C 11.63765 7.14335 11.78562
49 C 12.42124 7.73875 12.80133
50 C 12.37657 9.11964 12.89911
51 C 10.16161 12.33182 11.78486
52 C 9.06218 11.62966 12.21722
53 C 7.78237 12.18014 12.22489
54 C 7.57697 13.38794 11.53460
55 C 8.66957 14.10647 11.01392
56 C 9.95622 13.59041 11.20703
57 H 14.27068 15.54670 12.81122
58 H 15.51833 13.52738 11.18319
59 H 15.57517 12.62203 8.91706
60 H 14.28751 12.02028 6.86319
61 H 12.02393 11.04145 7.13477
62 H 10.82728 11.13121 9.36816
63 H 10.04737 9.84593 10.51950
64 H 10.16851 7.55130 10.25080
65 H 11.69939 6.05481 11.55374
66 H 13.07264 7.14570 13.41474
67 H 13.08966 9.70222 13.52255
68 H 9.20304 10.57205 12.49413
69 H 6.97464 11.70280 12.76797
70 H 6.52031 13.67470 11.36731
71 H 8.44814 14.99112 10.40631
72 H 10.75125 14.12270 10.75406
73 C 16.16012 13.83452 18.68163
74 C 17.10600 14.83457 18.00730
75 C 17.10374 14.83998 16.48519
76 C 17.83871 16.07947 15.89087
77 C 17.91606 16.10251 14.32528
78 C 17.76669 13.52946 15.91204
79 O 18.98179 13.27711 15.98040
80 N 16.92547 12.60968 15.24744
81 C 15.55607 12.69887 15.13718
82 O 14.85730 11.80519 14.52779
83 N 14.96446 13.79871 15.64556
84 C 15.63727 14.95015 15.97683
85 O 14.97410 15.98669 16.06096
86 H 16.66699 13.28152 19.50740
87 H 15.72924 13.12736 17.96333
88 H 15.30091 14.39473 19.06523
89 H 18.14072 14.73162 18.37286
90 H 16.85635 15.89793 18.35388
91 H 18.86256 16.05894 16.27180
92 H 17.33115 16.94866 16.29063
93 H 18.36315 15.12860 14.04915
94 H 18.50940 16.98425 13.93852
95 H 16.92144 16.13972 13.82403
96 H 17.39786 11.74486 14.95717

Atomic partial charges in e from the Mulliken method, atoms 1 to 2:
1. Ho 0.336
2. C -1.402

Number 4 is which compound?
C18H17N10O5Ru